The following is a DFT calculation (ωB97M-V with the def2-TZVPD basis set) of 2 unconnected molecules or ions with the total composition C3H7O2S.

Total charge: -1
Orbital gap: 7.3 eV
Multiplicity: 1

Geometry (Å):
C1 0.64230 0.51702 -2.44604
C2 -0.11968 0.60223 -1.12504
S1 -0.50174 -1.06355 -0.46355
H1 0.06388 -0.05338 -3.17253
H2 1.58730 0.00140 -2.28061
H3 0.86148 1.50868 -2.86237
H4 -1.05630 1.14015 -1.28064
H5 0.47570 1.14527 -0.38970
O1 -0.41750 -0.74438 4.38233
C3 -0.42445 -0.89214 3.18636
O2 -0.34739 0.09289 2.32239
H6 -0.45555 -1.89532 2.73839
H7 -0.30807 -0.35889 1.39101

Löwdin population analysis, charges in e, atoms 1 to 2: atom 1 (C): -0.2480, atom 2 (C): -0.7639

The following is a DFT calculation (ωB97M-V with the def2-TZVPD basis set) of 2 unconnected molecules or ions with the total composition C3H7O3.

Total charge: -1
Orbital gap: 8.3 eV
Multiplicity: 1

Geometry (Å):
C1 0.13569 1.66397 -0.82329
C2 -0.22798 0.21278 -1.22261
O1 -0.95115 -0.47079 -0.45080
O2 0.17526 -0.11676 -2.36844
H1 0.95148 2.03257 -1.42827
H2 0.35252 1.70745 0.25372
H3 -0.79063 2.24126 -0.90373
C3 0.72844 -1.24986 1.92248
O3 -0.03535 -0.08216 2.19232
H4 -0.67772 -0.01009 1.44078
H5 1.77626 -1.07460 2.17463
H6 0.28236 -2.08242 2.46523
H7 0.75189 -1.40818 0.84520

Löwdin population analysis, charges in e, atoms 1 to 2: atom 1 (C): -0.0471, atom 2 (C): -0.7691

The following is a DFT calculation (ωB97M-V with the def2-TZVPD basis set) of 2 unconnected molecules or ions with the total composition C3H7O3.

Total charge: -1
Orbital gap: 8.1 eV
Multiplicity: 1

Geometry (Å):
C1 -0.22571 2.75201 -0.41530
O1 -1.28245 2.23370 0.18044
H1 -1.23999 1.24355 0.48851
H2 0.64709 2.23112 -0.07985
H3 -0.06332 3.86404 -0.14281
H4 -0.13003 2.67103 -1.45702
C2 0.26154 -1.90713 -1.17861
C3 0.40830 -1.38174 0.22876
O2 0.68895 -0.12194 0.45700
O3 0.28085 -2.21124 1.09648
H5 -0.60105 -1.59241 -1.61948
H6 0.15065 -2.99447 -1.08903
H7 1.07308 -1.40588 -1.78079

Löwdin population analysis, charges in e, atoms 1 to 2: atom 1 (C): -0.2947, atom 2 (O): -0.1390

Calculated LUMO level in order - 0.1473 0.1519 0.1502 hartree
Calculated largest force on an atom in order - 0.6 1.5 5.7 eV/Å